[1]
C23H67N5O8 | wB97M-V/def2-TZVPD

Each line ends with the Löwdin charge.
Atoms and positions in Å:
C -4.1222 1.0145 1.8307  -0.07
O -3.1903 2.0815 1.7749  -0.20
C -2.4171 2.0929 0.5950  -0.22
C -1.4650 3.2926 0.7156  -0.51
C -2.1040 4.5919 0.7902  -0.15
N -0.5750 3.3799 -0.4874  0.01
H -4.2926 0.8133 2.8097  0.04
H -3.5928 -0.1341 1.5254  0.17
H -4.9454 1.1819 1.3969  0.01
H -1.7407 1.2355 0.4370  0.09
H -3.1370 2.1548 -0.4038  0.19
H -0.7821 3.2889 1.6946  0.16
H -1.2927 5.3789 0.9988  0.08
H -2.8331 4.6878 1.6447  0.08
H -2.4809 5.1511 -0.3298  0.16
H -0.6591 2.3466 -0.7706  0.06
H 0.4240 3.5657 -0.2649  0.07
C -1.4216 -3.5991 0.7325  -0.18
O -0.1930 -3.0447 0.6178  -0.21
C -0.2760 -1.8112 -0.2382  -0.09
C 0.9755 -0.8769 -0.0914  -0.41
C 1.1409 -0.3662 1.3064  0.00
N 0.7421 0.0769 -1.1349  0.08
H -1.2499 -4.5394 1.3507  0.12
H -1.7803 -3.8875 -0.1089  0.01
H -2.1679 -3.0359 1.4878  0.13
H -0.4225 -2.3655 -1.2377  0.15
H -1.0619 -1.1245 0.0397  0.10
H 1.6376 -1.3851 -0.5140  0.04
H 0.3466 0.1224 1.6636  0.02
H 1.9647 0.3898 1.2458  0.10
H 1.4486 -1.2379 1.8684  0.10
H 1.4323 0.5842 -1.4410  -0.03
H 0.4568 -0.2175 -2.1531  0.09
C -1.4500 -0.1655 8.7675  -0.15
O -1.9097 -0.3723 7.4764  -0.18
C -1.2823 0.5743 6.6194  -0.21
C -1.7571 0.3928 5.1438  -0.44
C -1.0913 -0.7207 4.4027  -0.07
N -1.6290 1.6330 4.4115  0.08
H -1.7421 0.8460 9.1057  0.08
H -0.4487 -0.0834 8.9472  0.04
H -2.0189 -0.9112 9.5210  0.14
H -1.4727 1.5272 7.0308  0.10
H -0.1843 0.5666 6.5400  0.12
H -2.9644 0.1641 5.4106  0.19
H -1.4664 -0.8712 3.4502  0.03
H -1.2145 -1.5638 5.1155  0.09
H 0.0894 -0.5652 4.3973  0.12
H -2.0390 1.5883 3.5238  0.02
H -0.6783 1.6798 4.2367  0.02
C -0.6441 3.0285 -6.8935  -0.03
O -1.1530 1.7744 -6.2029  -0.17
C -0.4232 0.7134 -6.4773  -0.31
C -0.8736 -0.6274 -5.7003  -0.41
C -0.2525 -0.5777 -4.2857  -0.07
N -0.4183 -1.6803 -6.5440  -0.03
H -1.1210 3.3413 -7.8008  0.06
H 0.4774 3.0513 -6.7237  0.10
H -1.0392 3.9541 -6.2990  0.11
H -0.4630 0.4614 -7.6108  0.13
H 0.5493 0.9930 -6.5992  0.07
H -2.0009 -0.6950 -5.5598  0.15
H 0.7489 -0.7266 -4.3387  0.04
H -0.5643 -1.4337 -3.5649  0.10
H -0.5740 0.1676 -3.6208  0.05
H -1.0180 -1.6682 -7.5338  0.15
H -0.8348 -2.6162 -6.2207  0.10
C 2.8425 2.3236 -3.3740  -0.08
O 3.2120 1.1560 -2.6711  -0.22
C 4.3212 0.3724 -3.1800  -0.18
C 4.6420 -0.6180 -2.0368  -0.49
C 5.5229 0.0130 -0.9751  -0.12
N 5.3816 -1.7310 -2.6179  0.05
H 3.6951 3.0393 -3.7306  0.13
H 2.2248 2.8458 -2.7049  0.07
H 2.3524 1.8660 -4.1390  0.04
H 4.0356 -0.2085 -3.9885  0.08
H 5.3647 0.7690 -3.6518  0.18
H 3.8428 -1.1383 -1.3137  0.17
H 4.7587 0.7847 -0.5036  0.11
H 6.7029 0.5457 -1.2057  0.15
H 6.0612 -0.7724 -0.5078  0.03
H 6.2080 -1.0910 -3.0102  0.14
H 4.7858 -2.0837 -3.1624  -0.04
C 2.2392 2.6139 3.6649  -0.18
O 1.8301 1.9439 4.7971  -0.12
H 2.8089 3.6785 4.0881  0.16
H 1.6019 2.6863 2.9233  -0.01
H 2.9301 1.9944 3.1029  0.07
H 2.6526 1.7329 5.2319  0.08
C 2.4984 -4.7660 -0.5888  -0.08
O 1.1531 -4.8104 -1.1210  -0.05
H 2.7134 -3.8768 -0.5540  -0.03
H 3.2569 -5.3861 -0.9937  0.08
H 2.5083 -5.0041 0.4682  0.09
H 0.7214 -4.0835 -0.8884  -0.06
C -5.1645 -3.7177 0.3902  -0.22
O -6.0288 -4.7338 0.2166  -0.10
H -5.2250 -3.0283 -0.3665  0.06
H -4.1737 -4.0773 0.4739  0.04
H -5.2519 -3.2364 1.4132  0.11
H -6.5270 -4.9865 1.0403  0.12

For the calculated total energy, the calculation gives -48747.937 eV. Its spin multiplicity is 1. As for the HOMO-LUMO gap: 9.44 eV. The SMILES is COC[C@H](C)N.COC[C@H](C)N.COC[C@H](C)N.COC[C@H](C)N.COC[C@H](C)N.CO.CO.CO. As for the LUMO energy: 0.0181 Ha.



[2]
C5H7N2 | wB97M-V/def2-TZVPD

Each line ends with the natural charge from an NBO analysis.
Atoms and positions in Å:
C -1.5748 -1.1168 -3.0688  -0.50
C -1.2210 -1.6094 -1.9138  0.45
N -0.9538 -1.7059 -0.7275  -0.26
N -0.6194 -0.5882 -0.2759  -0.09
C -0.1264 0.2567 0.3966  0.59
C 0.8790 1.1572 0.9854  -0.46
C 1.2066 0.7207 2.4196  -0.62
H -2.6323 -0.8606 -3.0006  0.28
H -1.1715 -1.1876 -4.0924  0.30
H 1.6479 0.6901 0.2703  0.29
H 0.4532 2.0551 0.7123  0.28
H 1.9122 1.4781 2.6264  0.25
H 1.8114 -0.2467 2.5787  0.26
H 0.3889 0.9575 3.0896  0.25

For the calculated total energy, the calculation gives -8266.242 eV. Its spin multiplicity is 1. As for the HOMO-LUMO gap: 10.16 eV. The SMILES is C=C=N[N+]#CCC. As for the total charge: +1. As for the LUMO energy: -0.1748 Ha.



[3]
C39H70IrN4OPSb2 | wB97M-V/def2-TZVPD

Each line ends with the Mulliken spin population.
Atoms and positions in Å:
Ir -0.5118 0.8166 0.7114  1.69
C 0.7315 3.6684 3.5454  0.02
C -0.7281 3.4697 3.9817  0.00
C -0.8221 3.5767 5.5028  0.01
C -1.3453 2.1985 3.4381  0.05
C -1.7889 2.1654 2.0999  0.05
C -2.5931 1.0875 1.6214  0.13
C -2.9412 0.0319 2.4968  0.04
C -3.8813 -1.0546 2.0867  0.01
C -2.4239 0.0538 3.7862  0.05
C -1.6419 1.1021 4.2462  0.04
H 1.0823 4.6341 3.9057  0.00
H 0.8259 3.6606 2.4555  0.00
H 1.3667 2.9056 3.9946  0.00
H -1.3043 4.2954 3.5482  0.00
H -0.1730 2.8568 5.9936  0.00
H -1.8425 3.4246 5.8405  0.00
H -0.5117 4.5705 5.8129  0.00
H -1.8069 3.1058 1.5529  0.00
H -3.2062 1.2368 0.7356  -0.03
H -3.3146 -1.9003 1.6904  0.01
H -4.5793 -0.7124 1.3259  0.00
H -4.4586 -1.4038 2.9396  0.01
H -2.6998 -0.7266 4.4780  0.00
H -1.3438 1.0921 5.2809  0.00
C 4.7176 0.3797 -1.4730  0.02
Sb 2.6309 0.9852 -1.3288  0.39
C 3.1387 2.9954 -0.6879  0.02
C 2.1167 1.2686 -3.5930  0.11
C 2.2801 2.6765 -3.8027  0.04
C 3.5666 3.1686 -4.1034  0.10
C 3.8016 4.5105 -4.2729  -0.01
C 2.7458 5.4176 -4.1382  0.16
C 1.4716 4.9602 -3.8542  -0.05
C 1.2007 3.6033 -3.6818  0.09
C -0.1792 3.1864 -3.4166  0.08
Sb -0.6872 2.9882 -1.2584  0.22
C -2.8159 3.1001 -1.5874  0.00
C -0.4344 5.0810 -0.7895  0.04
H 4.8309 -0.4921 -2.1111  0.00
H 5.0831 0.1374 -0.4780  0.00
H 5.2964 1.2107 -1.8682  0.01
H 3.6109 3.5239 -1.5090  0.00
H 3.8415 2.9176 0.1352  0.00
H 2.2534 3.5307 -0.3607  0.01
H 1.1221 0.8620 -3.7201  0.00
H 2.8765 0.6497 -4.0550  0.03
H 4.3683 2.4548 -4.2256  0.00
H 4.7938 4.8647 -4.5022  0.00
H 2.9263 6.4744 -4.2595  0.00
H 0.6577 5.6678 -3.7956  0.00
H -0.4474 2.2402 -3.8758  0.01
H -0.8771 3.9573 -3.7366  0.01
H -3.0236 3.8582 -2.3369  0.00
H -3.3143 3.3837 -0.6649  0.00
H -3.2110 2.1483 -1.9293  0.00
H -1.1550 5.6263 -1.3912  0.01
H 0.5662 5.4258 -1.0264  0.00
H -0.6375 5.2672 0.2591  0.00
C 3.6784 0.9193 3.1852  0.00
C 2.6543 0.2534 2.2875  0.01
O 1.8223 1.2191 1.6147  0.18
H 4.3883 0.1790 3.5391  0.00
H 3.2032 1.3606 4.0586  0.00
H 4.2319 1.6910 2.6571  0.00
H 2.0264 -0.4157 2.8797  0.01
H 3.1297 -0.3211 1.4889  0.00
H 1.6904 1.9401 2.2528  -0.03
N -0.1924 -0.8246 -0.3540  1.05
P -0.7259 -2.3079 -0.3328  0.01
N -0.6400 -2.9903 1.2113  0.02
C 0.1046 -2.2633 2.2209  0.08
C -0.2332 -2.7747 3.6123  0.00
C 0.2937 -4.2052 3.7736  0.00
C 0.2009 -4.9708 2.4495  0.00
C -0.8657 -4.3940 1.5188  0.00
N -2.3343 -2.3790 -0.7929  0.02
C -2.9724 -1.2299 -1.4053  0.07
C -3.6413 -1.6268 -2.7215  0.00
C -4.7775 -2.6156 -2.4445  0.00
C -4.5489 -3.3876 -1.1390  0.00
C -3.0726 -3.6319 -0.8592  0.00
N 0.1339 -3.3676 -1.3288  0.04
C -0.0164 -3.1940 -2.7693  0.01
C 1.2690 -2.6541 -3.3876  -0.01
C 2.3912 -3.6893 -3.2452  0.00
C 2.2094 -4.5021 -1.9600  0.00
C 1.5037 -3.6558 -0.9096  0.02
H -0.1345 -1.1873 2.0999  0.13
H 1.1807 -2.3812 2.0435  0.00
H -1.3145 -2.7505 3.7488  0.00
H 0.2201 -2.1279 4.3648  0.00
H -0.2696 -4.7085 4.5548  0.00
H 1.3368 -4.1829 4.0876  0.00
H -0.0391 -6.0179 2.6246  0.00
H 1.1739 -4.9467 1.9549  0.00
H -1.8392 -4.4992 2.0168  0.00
H -0.8969 -4.9578 0.5852  0.00
H -2.2039 -0.4594 -1.5413  -0.04
H -3.7472 -0.8349 -0.7401  0.02
H -2.8974 -2.0739 -3.3817  0.00
H -4.0348 -0.7420 -3.2208  0.00
H -4.8701 -3.3125 -3.2772  0.00
H -5.7202 -2.0763 -2.3644  0.00
H -5.0680 -4.3449 -1.1799  0.00
H -4.9791 -2.8320 -0.3028  0.00
H -2.6423 -4.2769 -1.6348  0.00
H -2.9782 -4.1576 0.0941  0.00
H -0.8520 -2.5122 -2.9536  -0.01
H -0.2550 -4.1631 -3.2234  0.00
H 1.5297 -1.7237 -2.8627  0.01
H 1.1060 -2.4169 -4.4379  0.00
H 3.3523 -3.1771 -3.2268  0.00
H 2.3932 -4.3598 -4.1030  0.00
H 3.1761 -4.8273 -1.5790  0.00
H 1.6235 -5.4008 -2.1494  0.00
H 2.0666 -2.7173 -0.7717  0.01
H 1.4706 -4.1775 0.0479  0.00

For the calculated total energy, the calculation gives -74762.128 eV. Its spin multiplicity is 6. As for the HOMO-LUMO gap (spin up / spin down): 8.03 / 5.14 eV. As for the total charge: +3. As for the LUMO energy (spin up / spin down): -0.2794 / -0.3882 Ha. The expectation value of S² is 8.820.



[4]
C6H11NO | wB97M-V/def2-TZVPD

Each line ends with the natural charge from an NBO analysis.
Atoms and positions in Å:
C -2.5691 -0.5319 0.1775  -0.71
C -1.0975 -0.7771 0.4216  0.56
O -0.7440 -1.8460 0.9063  -0.59
C -0.1004 0.2134 -0.1324  -0.28
C -0.5507 1.5984 -0.4918  -0.63
C 1.2086 -0.1172 -0.1810  0.34
C 1.8636 -0.7860 1.0092  -0.66
N 2.0919 0.3637 -1.1420  -0.80
H -2.8310 -0.8581 -0.8339  0.24
H -2.8403 0.5141 0.3204  0.22
H -3.1467 -1.1182 0.8988  0.24
H -1.4938 1.6299 -1.0374  0.21
H -0.6785 2.1548 0.4485  0.21
H 0.1910 2.1519 -1.0760  0.22
H 2.7475 -0.1983 1.2933  0.22
H 1.2214 -0.7683 1.8973  0.25
H 2.1753 -1.8085 0.7963  0.23
H 2.9108 -0.2423 -1.2183  0.38
H 1.6420 0.4257 -2.0565  0.38

For the calculated total energy, the calculation gives -9937.098 eV. Its spin multiplicity is 1. As for the HOMO-LUMO gap: 8.72 eV. The SMILES is CC(=O)/C(C)=C(\C)N. As for the LUMO energy: 0.0304 Ha.